No. 1
# C33H45NO2P2PtSi

C33H45NO2P2PtSi as an isolated structure at a distorted geometry (wB97M-V/def2-TZVPD, the OMol25 dataset).

XYZ file:
```
85
Properties=species:S:1:pos:R:3:forces:R:3:mulliken_spin:R:1
Pt 1.27473 -1.16616 -1.25360 -1.53 0.17 0.43 1.046
P -0.33442 -0.99042 -2.91432 -0.05 0.45 -0.05 0.092
P 2.57378 -1.66391 0.68279 0.64 -0.10 1.12 0.144
N 0.40813 -2.82221 -0.93581 -0.61 -2.81 0.51 1.152
H 1.33795 0.22830 -2.08559 0.98 1.83 -0.62 0.023
C 0.45763 -1.40989 -4.48858 -0.31 0.05 -0.43 0.016
H -0.23884 -1.21564 -5.31108 0.13 -0.08 -0.06 0.002
H 0.72271 -2.47307 -4.48306 -0.04 0.20 0.05 0.001
H 1.36992 -0.82466 -4.63414 -0.25 -0.13 0.09 -0.008
C -1.07881 0.64703 -3.06412 -0.20 0.09 -0.49 0.031
H -1.76457 0.64956 -3.91979 0.03 0.12 0.11 0.001
H -0.31339 1.41316 -3.21587 -0.05 -0.12 0.07 -0.004
H -1.62967 0.89893 -2.15173 0.15 -0.11 -0.08 -0.010
C -1.78608 -2.08700 -2.82891 -0.01 -0.13 0.01 0.010
H -2.53666 -1.75875 -3.55940 0.19 -0.04 0.12 0.000
H -2.22560 -2.05318 -1.82676 0.10 0.04 -0.15 -0.002
H -1.49955 -3.12062 -3.04946 -0.04 0.17 0.07 0.000
C 4.20404 -2.35855 0.22117 0.08 0.08 0.12 0.014
H 4.81832 -2.57506 1.10662 -0.18 0.03 -0.17 0.005
H 4.72671 -1.63931 -0.41940 -0.19 -0.15 0.16 -0.005
H 4.04629 -3.28402 -0.34562 0.01 0.16 0.12 -0.001
C 2.88892 -0.25918 1.79658 0.20 -0.04 0.11 0.044
H 3.55968 -0.54549 2.61843 -0.10 -0.03 -0.17 0.006
H 1.92916 0.08683 2.19516 0.14 -0.08 -0.21 -0.012
H 3.34502 0.54471 1.20910 -0.16 -0.20 0.12 -0.001
C 1.87659 -2.94661 1.79745 0.06 -0.03 0.08 0.026
H 2.45179 -3.01392 2.73421 -0.13 0.07 -0.31 0.002
H 1.89302 -3.92764 1.30647 0.00 0.22 0.08 0.000
H 0.83574 -2.70018 2.03983 0.21 0.03 -0.05 -0.001
C -0.04627 -4.03381 -0.74647 -0.77 -1.59 0.35 -0.073
C -0.08353 -6.45052 -1.26401 -0.02 0.00 0.01 -0.114
C 0.44068 -5.19108 -1.47240 0.17 0.66 -0.06 0.253
C -1.09600 -4.30828 0.21666 0.24 0.58 -0.15 0.244
C -1.59707 -5.57996 0.40611 0.02 0.06 -0.02 -0.099
C -1.10837 -6.66440 -0.33263 0.06 0.13 -0.01 0.250
H 0.30454 -7.29452 -1.83094 -0.04 0.19 0.08 -0.002
H 1.24412 -5.02419 -2.19378 -0.23 -0.09 0.19 -0.006
H -1.47780 -3.45743 0.78767 0.08 -0.29 -0.14 0.007
H -2.38329 -5.73949 1.14128 0.14 0.06 -0.14 -0.001
H -1.51921 -7.66325 -0.18168 0.14 0.29 -0.05 0.013
C 2.69403 0.96124 -2.07086 -0.06 -0.76 0.65 0.367
O 3.15498 0.00192 -1.21300 0.81 0.93 -0.67 0.468
C 3.31929 0.88588 -3.43489 0.40 0.12 -0.45 0.063
H 3.77362 1.84590 -3.67092 0.08 0.17 -0.10 -0.004
H 2.68142 0.63923 -4.28564 -0.18 0.02 0.19 0.007
H 4.12288 0.15221 -3.39341 -0.02 -0.13 -0.07 -0.002
C 2.65136 2.30823 -1.41775 -0.16 0.40 0.08 0.056
H 3.64366 2.38837 -0.96790 0.10 0.28 0.19 0.010
H 1.90775 2.39080 -0.62122 0.06 -0.29 -0.06 0.015
H 2.53047 3.15392 -2.10029 -0.09 -0.20 -0.11 -0.011
O 0.19774 0.56926 0.51211 -0.02 -0.15 -0.11 -0.050
Si -0.88427 1.49989 1.19805 1.24 0.29 -0.07 0.041
C -0.13300 2.96855 2.14139 0.30 -0.52 -0.19 0.002
C 1.25544 3.14697 2.20022 -0.33 0.72 0.36 -0.002
C 1.77604 4.29086 2.82252 0.06 -0.05 0.02 0.000
C 0.91871 5.24009 3.38881 -0.32 -0.21 -0.10 0.000
C -0.47367 5.04725 3.34367 0.17 -0.38 -0.20 0.000
C -0.99257 3.90368 2.72113 0.50 0.60 0.30 0.000
C -1.86593 2.49547 -0.06424 -0.38 -0.18 0.13 -0.007
C -1.12639 3.37907 -0.86628 -0.34 0.16 -0.35 0.004
C -1.74490 4.11538 -1.88193 0.09 -0.22 0.35 0.000
C -3.12580 4.00210 -2.07581 0.03 -0.19 0.06 0.000
C -3.87403 3.15165 -1.25573 0.03 0.08 0.03 0.000
C -3.24799 2.40753 -0.24536 0.02 0.43 -0.56 0.001
C -1.90351 0.69552 2.54545 -0.16 -0.52 -0.25 0.000
C -1.37523 0.67054 3.84611 -0.66 -0.14 0.30 0.001
C -2.13088 0.15349 4.90854 0.06 0.05 -0.35 0.000
C -3.41640 -0.35121 4.67724 0.21 0.13 -0.24 0.000
C -3.91092 -0.38696 3.36900 0.06 -0.18 -0.14 0.000
C -3.13752 0.07927 2.29521 -0.10 0.11 0.93 0.001
H 1.92224 2.40656 1.75534 -0.22 0.19 0.08 0.001
H 2.86234 4.43382 2.86302 -0.42 0.03 0.03 0.000
H 1.32158 6.13206 3.86921 -0.05 -0.22 -0.12 0.000
H -1.15680 5.77636 3.78079 0.25 -0.11 -0.05 0.000
H -2.07550 3.74240 2.68044 0.33 0.11 0.01 0.000
H -0.05587 3.51110 -0.68222 -0.32 -0.12 -0.10 -0.003
H -1.14086 4.77748 -2.50503 -0.25 -0.10 0.14 0.000
H -3.61195 4.58666 -2.85941 0.09 -0.20 0.23 0.000
H -4.95472 3.07418 -1.38880 0.27 0.07 -0.01 0.000
H -3.84427 1.77979 0.41649 0.09 0.19 -0.28 0.000
H -0.38036 1.08273 4.03894 -0.37 -0.03 -0.05 0.000
H -1.72079 0.17633 5.91695 -0.10 -0.07 -0.16 0.000
H -4.01915 -0.72296 5.51122 0.18 0.16 -0.33 0.000
H -4.90993 -0.78069 3.17564 0.24 0.00 0.09 0.000
H -3.51070 -0.00807 1.27280 0.01 0.04 0.34 0.000
```
Forces are in eV/Å.

The expectation value of S² is 6.08. The charge is 0. Its multiplicity is 5. As for the calculated total energy: -2581.05957 Eh.



No. 2
# C33H46AlF5N2O3PSeTe

C33H46AlF5N2O3PSeTe as an isolated structure (wB97M-V/def2-TZVPD, the OMol25 dataset).

XYZ file:
```
93
Properties=species:S:1:pos:R:3:forces:R:3:nbo_charge:R:1
Al -0.18707 0.86979 -0.23391 0.13 0.11 -0.07 1.863
C 3.05553 -6.59201 -4.48422 -0.01 0.02 0.01 -0.633
C 3.38235 -5.19832 -4.95301 -0.01 -0.01 0.02 -0.027
C 4.24073 -5.02142 -6.03239 0.00 0.00 0.01 -0.231
C 4.57255 -3.75150 -6.47759 -0.01 0.02 0.02 -0.217
C 4.01589 -2.64645 -5.85831 0.05 -0.04 -0.03 -0.222
C 3.15025 -2.80577 -4.77965 -0.02 0.09 0.01 0.134
N 2.60615 -1.65202 -4.17570 -0.06 -0.10 0.07 -0.655
C 1.26192 -1.35170 -4.16215 0.06 0.02 -0.05 0.307
C 0.35877 -2.06909 -4.95703 -0.07 -0.01 0.01 -0.310
C -0.98462 -1.74068 -4.97408 0.02 -0.02 -0.01 -0.178
C -1.47200 -0.68964 -4.20988 0.01 0.01 0.02 -0.266
C -0.59007 0.00743 -3.40091 -0.08 -0.03 0.01 -0.151
C 0.76065 -0.31008 -3.35152 0.17 0.05 0.05 -0.245
C 1.68021 0.46515 -2.45376 -0.07 -0.01 0.06 0.823
O 2.86334 0.60671 -2.73179 0.07 -0.06 -0.01 -0.660
O 1.16603 0.97937 -1.37301 -0.14 0.10 -0.18 -0.902
C 2.84182 -4.08443 -4.29564 0.06 -0.02 -0.08 0.051
C 1.95788 -4.26299 -3.09597 -0.07 -0.01 0.05 -0.665
H 3.46749 -7.33360 -5.16812 0.00 0.00 0.00 0.208
H 1.97740 -6.74863 -4.41625 0.00 0.00 0.00 0.217
H 3.46662 -6.78384 -3.49035 0.00 0.00 0.00 0.217
H 4.65626 -5.89272 -6.52611 -0.01 0.00 0.01 0.199
H 5.24463 -3.62608 -7.31741 0.00 0.01 0.01 0.205
H 4.23047 -1.64453 -6.20817 -0.01 0.01 0.01 0.215
H 3.21290 -0.94119 -3.78743 -0.03 0.05 -0.01 0.445
H 0.72449 -2.87932 -5.57464 0.02 0.01 0.00 0.214
H -1.65680 -2.31375 -5.60208 0.00 0.01 0.00 0.202
H -2.52140 -0.42736 -4.22965 0.00 0.00 0.01 0.207
H -0.95692 0.81945 -2.78278 -0.01 0.01 0.00 0.237
H 0.92312 -4.46078 -3.39070 -0.01 0.00 0.02 0.226
H 1.94372 -3.37469 -2.46820 0.01 0.03 -0.03 0.244
H 2.28608 -5.10079 -2.48128 0.01 0.00 -0.02 0.215
F -2.01819 -2.89265 0.94829 0.08 -0.04 0.04 -0.625
Te -0.32529 -2.10196 0.95760 -0.15 -0.71 0.03 3.481
F 0.25376 -3.20024 2.34139 -0.10 -0.10 -0.04 -0.606
F -1.06359 -1.13704 2.37729 0.13 0.13 0.02 -0.609
F 0.06352 -3.54627 -0.15673 0.02 0.20 -0.27 -0.623
F 1.49131 -1.70692 0.74430 -0.02 -0.07 0.31 -0.607
O -0.75912 -0.85394 -0.28023 -0.16 -0.11 -0.13 -1.234
Se 0.77586 1.04010 1.96978 0.13 0.47 0.25 -0.306
C 2.62518 1.50432 1.77995 0.05 0.05 -0.08 -0.175
C 3.44502 1.03886 0.75494 -0.03 -0.01 0.04 -0.223
C 4.78465 1.39853 0.71695 0.01 -0.02 -0.03 -0.195
C 5.33112 2.20951 1.70130 0.00 0.02 0.01 -0.247
C 4.52028 2.66546 2.73116 -0.02 0.00 0.02 -0.239
C 3.17714 2.31889 2.76840 0.02 0.01 -0.04 -0.190
H 3.03978 0.40811 -0.02116 0.02 0.01 0.02 0.237
H 5.40112 1.03679 -0.09709 -0.01 0.00 0.00 0.208
H 6.37785 2.48626 1.66769 0.00 -0.01 -0.01 0.199
H 4.93232 3.29917 3.50801 -0.01 0.00 0.00 0.198
H 2.54343 2.68246 3.56810 0.00 0.01 0.00 0.202
C -2.55194 3.82232 -3.15583 -0.02 -0.02 -0.03 -0.612
C -3.46239 3.37819 -2.00026 0.04 0.02 0.02 -0.374
C -3.97832 1.98399 -2.39719 0.00 -0.01 0.00 -0.612
C -4.64827 4.34373 -1.92084 0.00 0.02 0.01 -0.614
P -2.39779 3.19576 -0.44089 0.03 -0.07 0.00 1.951
N -1.53537 1.93274 -0.58057 0.01 -0.02 -0.09 -1.763
C -1.32485 4.74367 -0.25133 -0.01 0.02 0.00 -0.380
C -0.12681 4.62943 -1.21070 0.03 0.01 -0.01 -0.606
C -2.02247 6.08608 -0.49292 -0.01 0.02 0.00 -0.613
C -0.70726 4.75638 1.15636 0.02 0.00 0.00 -0.619
C -3.54452 3.05484 1.05317 -0.02 0.01 0.00 -0.383
C -2.74498 2.44016 2.21366 0.01 -0.03 0.00 -0.607
C -4.21134 4.35305 1.52043 0.01 -0.01 0.02 -0.613
C -4.64636 2.02761 0.75113 0.02 -0.02 -0.01 -0.611
H -3.10715 3.70821 -4.09129 0.01 0.01 0.00 0.203
H -1.65836 3.20036 -3.21754 0.00 -0.02 -0.01 0.233
H -2.24974 4.86534 -3.08281 -0.02 0.00 0.01 0.200
H -4.33735 2.03244 -3.42973 -0.01 -0.01 0.00 0.196
H -4.80343 1.64147 -1.77939 -0.01 0.01 0.02 0.209
H -3.18073 1.24478 -2.33599 0.02 0.00 0.00 0.245
H -5.11941 4.39686 -2.90793 0.00 0.00 0.00 0.204
H -4.35358 5.35608 -1.64603 0.01 0.01 0.01 0.210
H -5.41151 4.00879 -1.22019 0.00 0.00 0.02 0.206
H -0.39529 4.74935 -2.25627 0.01 0.00 0.02 0.207
H 0.38801 3.67542 -1.10114 -0.01 -0.01 0.02 0.245
H 0.58069 5.42459 -0.95793 0.00 0.00 -0.01 0.200
H -2.34217 6.20904 -1.52699 0.00 0.00 0.00 0.203
H -1.30952 6.88905 -0.27989 0.00 0.00 0.00 0.206
H -2.88703 6.23994 0.15201 -0.01 -0.01 0.01 0.209
H -0.20847 3.81207 1.38429 -0.01 0.00 0.01 0.250
H -1.42878 4.97269 1.94169 -0.04 0.01 0.00 0.197
H 0.04907 5.54639 1.18469 0.00 0.00 0.00 0.204
H -1.90390 3.03843 2.54708 0.00 0.02 0.00 0.224
H -2.35949 1.45847 1.93841 -0.02 0.01 0.00 0.237
H -3.42599 2.30857 3.06053 0.01 0.01 0.00 0.198
H -3.49651 5.06899 1.92254 0.02 0.00 0.00 0.208
H -4.91136 4.11025 2.32642 0.00 0.00 0.00 0.205
H -4.78043 4.84476 0.73203 0.00 0.01 -0.02 0.207
H -4.22482 1.10423 0.35194 0.01 0.01 0.00 0.236
H -5.40461 2.40147 0.06564 -0.01 0.01 -0.01 0.195
H -5.14756 1.78610 1.69296 -0.01 0.00 -0.01 0.205
```
Forces are in eV/Å.

The charge is -1. Its multiplicity is 1. As for the calculated total energy: -5373.23486 Eh.